The following is a DFT calculation (ωB97M-V/def2-TZVPD) of a structure of composition C29H48BrN3P2PbS in a non-equilibrium geometry.

XYZ file:
```
85
C29H48BrN3P2PbS ωB97M-V/def2-TZVPD
N 7.9370 -6.6289 3.3232
C 6.9355 -7.3122 2.7629
C 5.7261 -6.7077 2.4069
C 5.5685 -5.3200 2.5983
C 6.6309 -4.6176 3.2126
C 7.7902 -5.3228 3.5584
C 4.3730 -4.6529 2.1217
Pb -0.8862 -0.4230 -0.7853
P -0.8572 3.7899 -4.5510
C 4.3376 -3.3285 1.8373
C 3.1645 -2.6465 1.3763
C 3.3022 -1.3837 0.7675
C 2.1908 -0.7165 0.2479
C 0.9499 -1.3131 0.4123
C 0.7727 -2.5756 0.9448
C 1.8876 -3.2370 1.4762
Br -3.1428 1.3365 -0.9524
H 3.5114 -5.2969 1.9213
H 5.2572 -2.7336 1.8762
H 4.9398 -7.3027 1.9449
H 6.5666 -3.5503 3.4111
H 7.0898 -8.3812 2.5848
H 8.6277 -4.8068 4.0368
H 4.3022 -0.9598 0.6956
H 1.7816 -4.2078 1.9606
H 2.3222 0.2308 -0.2795
H -0.2036 -3.0653 0.9689
P -0.4233 1.3676 1.4965
C -0.5175 2.0730 -5.1042
C 0.0237 2.0263 -6.5384
H -1.4759 1.5388 -5.0354
H 0.1945 1.6264 -4.3960
H -0.0997 1.0196 -6.9495
H -0.5118 2.7236 -7.1925
H 1.0904 2.2719 -6.5801
C 0.6755 4.2495 -3.6330
C 0.9443 5.7595 -3.6515
H 1.4984 3.7108 -4.1272
H 0.5735 3.8755 -2.6034
H 1.9861 5.9549 -3.3723
H 0.7770 6.1833 -4.6494
H 0.3037 6.2939 -2.9400
C -2.1235 3.6510 -3.2366
C -3.5322 3.9367 -3.7637
H -1.8521 4.3656 -2.4453
H -2.0741 2.6391 -2.8068
H -4.2163 4.0793 -2.9215
H -3.5489 4.8427 -4.3798
H -3.9135 3.1039 -4.3646
C -1.9295 2.2172 2.1486
C -2.0597 2.4418 3.6519
H -2.7656 1.6108 1.7702
H -1.9910 3.1770 1.6164
H -2.2089 1.5062 4.2003
H -1.1943 2.9662 4.0725
H -2.9423 3.0664 3.8326
C 0.6144 2.7740 0.8835
C 2.0656 2.8778 1.3562
H 0.0653 3.6947 1.1319
H 0.5849 2.6751 -0.2142
H 2.1325 3.2946 2.3687
H 2.5896 1.9159 1.3376
H 2.6102 3.5554 0.6877
C 0.4772 0.7847 2.9869
C -0.1630 -0.3851 3.7387
H 0.6125 1.6512 3.6501
H 1.4779 0.4881 2.6460
H 0.6161 -1.1131 4.0014
H -0.6423 -0.0502 4.6680
H -0.9082 -0.9151 3.1315
S -2.4910 -1.6994 1.0741
C -4.0800 -1.7551 0.4096
N -4.3443 -2.4840 -0.6838
C -5.6871 -2.5927 -1.2383
C -6.3760 -1.2497 -1.1203
C -6.3623 -0.7752 0.3178
N -5.0835 -1.0602 0.9630
H -3.6151 -3.1409 -0.9538
H -6.2548 -3.3516 -0.6815
H -5.5917 -2.9156 -2.2767
H -7.4101 -1.3386 -1.4625
H -5.8778 -0.5098 -1.7564
H -7.1480 -1.2963 0.8798
H -6.5504 0.3010 0.3893
H -4.8230 -0.5247 1.7895
```

Calculated values
Energy above the lowest of the compared OMol25 structures with the same formula, charge and spin ... 0.00 kJ/mol
Orbital gap (spin up / spin down) ... 4.56 / 3.32 eV
M ... 819.84 g/mol
Electronic energy ... -140010.0795 eV
Highest occupied orbital energy (spin up / spin down) ... -0.443 / -0.445 hartree
Total charge ... +2

***

The following is a DFT calculation (ωB97M-V/def2-TZVPD) of a cluster of 9 separate species, C29H48ClO17 in total in a non-equilibrium geometry.

XYZ file:
```
95
C29H48ClO17 ωB97M-V/def2-TZVPD
Cl 1.9155 0.3099 -0.0063
O 3.0467 1.1554 0.0947
O 0.9033 0.8276 0.8100
O 1.3224 0.2811 -1.3527
O 2.2342 -1.0750 0.2800
O 4.9948 6.6992 -3.1598
C 4.1075 6.3411 -3.9004
O 4.4025 5.5893 -4.9701
C 3.1763 5.4375 -5.7605
C 2.1296 6.4523 -5.1861
C 2.6187 6.4466 -3.7176
H 2.7827 4.4215 -5.7316
H 3.4279 5.6967 -6.7889
H 1.1288 6.0208 -5.2016
H 2.1476 7.3640 -5.7833
H 2.2012 5.5654 -3.2305
H 2.3733 7.4178 -3.2881
O -6.4851 -3.7036 4.2324
C -5.3115 -3.7869 3.9046
O -4.3233 -3.1381 4.5416
C -3.0228 -3.3867 3.9234
C -3.2988 -4.0219 2.5702
C -4.7364 -4.5757 2.7516
H -2.3006 -3.9700 4.4947
H -2.4851 -2.4386 3.9163
H -2.4818 -4.7039 2.3347
H -3.3510 -3.1820 1.8774
H -4.5984 -5.6093 3.0691
H -5.4660 -4.5003 1.9454
O -6.0243 5.0323 7.8614
C -5.5145 5.3449 6.7984
O -4.8220 4.5015 6.1226
C -4.1785 5.0864 5.0378
C -4.8568 6.4408 4.7572
C -5.5377 6.6736 6.1182
H -4.2702 4.4327 4.1705
H -3.1355 5.2288 5.3206
H -5.6258 6.3358 3.9919
H -4.2332 7.2953 4.4945
H -6.5604 7.0472 6.0675
H -4.9798 7.4076 6.6997
O 10.6931 -2.8982 -4.6818
C 9.6794 -2.4526 -4.0761
O 8.5412 -1.9809 -4.7071
C 7.5721 -1.5905 -3.7114
C 8.4736 -1.3425 -2.4666
C 9.5205 -2.3930 -2.5905
H 6.7376 -2.2771 -3.5693
H 7.1623 -0.6355 -4.0401
H 7.8171 -1.5214 -1.6151
H 8.8013 -0.3058 -2.5435
H 9.2718 -3.3733 -2.1840
H 10.4375 -2.0563 -2.1071
O -7.5604 -2.1351 -3.0285
C -7.2885 -1.1752 -2.3262
O -6.0423 -0.7379 -2.2025
C -5.9552 0.5399 -1.5671
C -7.2012 0.6178 -0.7461
C -8.1688 -0.3219 -1.4615
H -5.9158 1.2699 -2.3756
H -5.0390 0.7723 -1.0244
H -7.5175 1.6590 -0.6836
H -7.0898 0.2636 0.2787
H -8.9585 0.2655 -1.9299
H -8.7200 -0.9062 -0.7247
C 1.8466 0.2895 7.5441
C 2.6834 -0.8855 7.0769
O 2.4947 -1.9776 7.5516
C 3.8794 -0.5332 6.2572
H 2.1576 1.2723 7.1899
H 2.0124 0.2131 8.6187
H 0.8207 0.1154 7.2194
H 4.6867 -0.3242 6.9591
H 3.6661 0.2926 5.5785
H 4.2249 -1.3072 5.5720
C 5.1600 -6.9596 0.3496
C 4.8793 -7.6295 1.6720
O 5.3266 -8.7501 1.8511
C 4.1295 -6.7986 2.7605
H 6.0134 -7.4529 -0.1157
H 5.3523 -5.8871 0.3779
H 4.4056 -7.0931 -0.4258
H 3.0880 -6.5827 2.5225
H 4.5779 -5.8098 2.8577
H 4.3273 -7.2756 3.7204
C -2.2895 0.5746 -7.6142
C -3.5942 0.0763 -8.1879
O -4.3082 0.8461 -8.8904
C -3.9591 -1.3802 -8.0397
H -1.9234 1.4898 -8.0795
H -1.4773 -0.1432 -7.7288
H -2.5863 0.7972 -6.5893
H -3.2190 -1.9657 -8.5852
H -4.9587 -1.5390 -8.4443
H -3.9809 -1.7179 -7.0036
```

Calculated values
Orbital gap ... 7.67 eV
M ... 704.14 g/mol
Electronic energy ... -78174.4167 eV
Highest occupied orbital energy ... -0.220 hartree
Total charge ... -1

***

The following is a DFT calculation (ωB97M-V/def2-TZVPD) of a structure of composition C29H48NP3S2V in a non-equilibrium geometry.

XYZ file:
```
84
C29H48NP3S2V ωB97M-V/def2-TZVPD
V 0.2282 -0.5463 -0.6360
P 0.9138 -1.7377 1.4062
P 2.1275 2.1541 1.0197
P -0.5167 -2.3786 -1.6835
H 2.3107 0.0625 -5.0974
C 1.3235 -0.3240 -4.8261
C 0.3516 0.5164 -4.4345
H 0.5585 1.5907 -4.4557
C 2.4465 -2.7477 1.2790
C 1.1816 -0.9965 3.0640
C -0.2719 -3.0286 1.9943
C 3.0501 3.6263 0.5818
C 1.3951 2.4034 2.6477
C 3.3198 0.8210 0.9153
C -0.9472 -2.2156 -3.4162
C -2.0898 -2.9573 -0.9676
C 0.6476 -3.7625 -1.6718
H 1.2679 -1.3981 -5.0559
H -0.6929 0.2478 -4.2511
H 2.6817 -3.1945 2.2578
H 3.2903 -2.1303 0.9493
H 2.2943 -3.5334 0.5316
H 1.6103 -1.7416 3.7435
H 0.2210 -0.6809 3.4776
H 1.8496 -0.1339 3.0480
H 0.0337 -3.3789 2.9900
H -0.2998 -3.8807 1.3085
H -1.2709 -2.5895 2.0930
H 3.1767 4.1922 1.5117
H 2.4583 4.2155 -0.1308
H 3.9932 3.3277 0.1101
H 2.1824 2.3296 3.4112
H 0.5935 1.6856 2.8489
H 0.9266 3.3905 2.6909
H 4.2852 1.1794 1.2969
H 3.4703 0.5420 -0.1290
H 3.0354 -0.0821 1.4707
H -1.3019 -3.1629 -3.8391
H -0.0741 -1.8555 -3.9511
H -1.7079 -1.4357 -3.5056
H -2.3897 -3.8713 -1.4970
H -2.8602 -2.1780 -1.0526
H -1.9826 -3.1614 0.1015
H 0.4508 -4.4016 -2.5390
H 0.5249 -4.3376 -0.7484
H 1.6806 -3.4007 -1.7459
C 2.7500 1.3087 -2.3944
C 3.4650 0.0850 -2.4273
C 4.8544 0.0793 -2.5088
C 5.5100 1.2887 -2.7240
C 4.7995 2.4730 -2.9170
C 3.4075 2.5001 -2.7982
S 1.0705 1.3992 -1.8762
H 1.1599 2.3548 -0.0760
H 2.9063 -0.8526 -2.3828
H 5.3728 -0.8701 -2.3986
H 6.5858 1.3466 -2.7878
H 5.3277 3.4015 -3.1275
H 2.8345 3.4216 -2.9406
N -1.1693 0.3255 0.4568
S -2.6353 1.0376 0.0522
C -3.8174 -0.2493 0.4116
C -4.8419 -0.5246 -0.5138
C -5.7517 -1.5409 -0.2136
C -5.6190 -2.2653 0.9712
C -4.5945 -1.9864 1.8805
C -3.6992 -0.9538 1.6165
C -2.9835 2.1546 1.4631
C -2.0062 3.1073 1.7905
C -2.1639 3.9229 2.9209
C -3.3385 3.8443 3.6805
C -4.3393 2.9368 3.3222
C -4.1750 2.1138 2.2032
H -1.0147 0.4854 1.4580
H -4.8880 0.0641 -1.4340
H -6.5505 -1.7613 -0.9197
H -6.3243 -3.0571 1.1889
H -4.4948 -2.5594 2.7996
H -2.9279 -0.6613 2.3354
H -1.1110 3.2110 1.1719
H -1.3807 4.6263 3.2019
H -3.4796 4.4855 4.5533
H -5.2569 2.8571 3.9192
H -4.9561 1.4102 1.9281
```

Calculated values
Multiplicity ... 2
Orbital gap (spin up / spin down) ... 4.81 / 4.72 eV
M ... 618.71 g/mol
Electronic energy ... -107522.9759 eV
Expectation value of S² ... 0.85
Highest occupied orbital energy (spin up / spin down) ... -0.709 / -0.709 hartree
Total charge ... +4

***

The following is a DFT calculation (ωB97M-V/def2-TZVPD) of a structure of composition C29H49AuBN4O2P2 in a non-equilibrium geometry.

XYZ file:
```
88
C29H49AuBN4O2P2 ωB97M-V/def2-TZVPD
Au -0.9233 0.0326 -0.1492
C 0.4396 4.6912 -2.4202
C -0.5401 3.5508 -2.1433
C -1.9775 4.0381 -2.3147
C -0.2784 2.4064 -3.1258
P -0.3831 2.7172 -0.4391
C 1.4807 2.5162 -0.3193
N 1.8591 1.1764 -0.6924
B 1.0220 0.0291 -0.7218
N 1.8420 -1.1070 -0.9571
C 1.4503 -2.4939 -0.9270
P -0.3620 -2.6260 -0.4430
C -1.2635 -2.9641 -2.0832
C -2.7134 -2.5418 -1.8393
C -1.2072 -4.4122 -2.5571
C -0.6587 -2.0559 -3.1550
C -0.3794 -4.1162 0.7498
C 0.3399 -3.5812 1.9943
C 0.2968 -5.3990 0.2745
C -1.8418 -4.3685 1.1205
C 3.1319 -0.6609 -1.0945
C 4.3103 -1.3507 -1.3481
C 5.4824 -0.6269 -1.4340
C 5.4960 0.7596 -1.2427
C 4.3378 1.4619 -0.9761
C 3.1416 0.7555 -0.9194
C -0.9058 3.8589 1.0005
C -0.3573 3.2343 2.2841
C -0.4496 5.3109 0.8956
C -2.4367 3.7511 1.0738
H 0.0948 5.2387 -3.2960
H 1.4366 4.3227 -2.6490
H 0.5050 5.3929 -1.5947
H -2.1803 4.2204 -3.3691
H -2.1457 4.9690 -1.7798
H -2.6867 3.2902 -1.9615
H -0.3312 2.7756 -4.1475
H -1.0228 1.6208 -3.0071
H 0.7098 1.9734 -2.9778
H 1.7890 2.6966 0.7170
H 1.9825 3.2526 -0.9579
H 2.0655 -3.0276 -0.1918
H 1.6049 -2.9783 -1.9017
H -3.2008 -3.1858 -1.1119
H -3.2813 -2.5869 -2.7666
H -2.7518 -1.5172 -1.4629
H -1.7583 -5.0719 -1.8930
H -0.1823 -4.7654 -2.6497
H -1.6718 -4.4804 -3.5398
H -0.5549 -1.0330 -2.7915
H -1.3132 -2.0410 -4.0239
H 0.3131 -2.4086 -3.4903
H 1.3387 -3.2105 1.7724
H 0.4377 -4.3715 2.7359
H -0.2297 -2.7667 2.4374
H 1.3417 -5.2358 0.0208
H -0.2058 -5.8415 -0.5785
H 0.2615 -6.1253 1.0861
H -2.3540 -3.4221 1.2986
H -1.8936 -4.9586 2.0337
H -2.3694 -4.9150 0.3427
H 4.3177 -2.4226 -1.4680
H 6.4098 -1.1382 -1.6413
H 6.4370 1.2843 -1.2967
H 4.3675 2.5270 -0.8061
H 0.7297 3.2553 2.3443
H -0.6881 2.2015 2.3654
H -0.7456 3.7764 3.1449
H 0.6368 5.3806 0.8306
H -0.7638 5.8549 1.7880
H -0.8944 5.8058 0.0373
H -2.7469 2.7034 1.0306
H -2.9341 4.2897 0.2720
H -2.7923 4.1580 2.0196
C -2.8102 -0.8098 4.4404
N -1.5013 -0.4990 3.9211
C -0.4042 -0.3577 4.7112
C 0.8159 -0.0954 4.2114
C 1.0006 0.0145 2.7607
O 2.0723 0.2131 2.2186
N -0.1537 -0.1179 2.0646
C -1.3682 -0.3371 2.5608
O -2.3467 -0.3819 1.8060
H -2.8193 -0.6646 5.5175
H -3.0741 -1.8426 4.2083
H -3.5447 -0.1633 3.9623
H -0.5794 -0.4668 5.7710
H 1.6822 0.0374 4.8346
```

Calculated values
Energy above the lowest of the compared OMol25 structures with the same formula, charge and spin ... 138.89 kJ/mol
Multiplicity ... 3
Orbital gap (spin up / spin down) ... 6.78 / 4.57 eV
M ... 755.46 g/mol
Electronic energy ... -63865.9412 eV
Expectation value of S² ... 2.02
Highest occupied orbital energy (spin up / spin down) ... -0.320 / -0.386 hartree
Total charge ... +1

***

The following is a DFT calculation (ωB97M-V/def2-TZVPD) of a structure of composition C29H49BeNOP3 in a non-equilibrium geometry.

XYZ file:
```
84
C29H49BeNOP3 ωB97M-V/def2-TZVPD
Be -13.8969 2.1541 -9.3129
C -11.5883 5.6406 -10.5239
C -11.6625 4.3210 -11.3355
C -10.4982 3.3530 -11.0274
P -13.2903 3.4694 -11.1657
C -14.4588 4.5857 -12.0951
C -13.9668 5.0923 -13.4865
C -15.8469 3.9949 -12.3471
C -13.1828 1.9017 -12.1168
C -12.5477 1.6691 -13.3384
C -12.6827 0.4083 -13.9833
C -12.1355 0.0166 -15.3271
C -13.3660 -0.6221 -13.2517
C -13.9389 -0.4055 -12.0446
C -13.9651 0.8637 -11.5123
N -14.7324 1.2241 -10.3668
C -16.0784 1.0275 -10.3120
C -16.7416 0.1357 -11.1771
C -18.0179 -0.3440 -10.8658
C -18.7123 0.1834 -9.7832
C -20.0919 -0.3767 -9.4725
C -18.1347 1.1542 -9.0007
C -16.7890 1.5761 -9.1973
P -16.0154 2.7274 -8.0472
C -16.5136 2.1274 -6.3429
C -16.4798 0.5793 -6.1989
C -15.7302 2.8325 -5.2370
C -17.0111 4.3573 -8.0983
C -18.0726 4.5128 -9.1904
C -15.9630 5.5200 -8.1760
H -10.5597 5.9843 -10.6394
H -11.7294 5.4776 -9.4777
H -12.3610 6.3904 -10.8199
H -11.5408 4.5392 -12.3857
H -10.7832 2.5753 -10.3323
H -9.6856 3.9248 -10.5680
H -10.0811 2.8777 -11.9459
H -14.5957 5.4195 -11.4041
H -13.6874 4.2142 -14.1447
H -13.0854 5.7031 -13.4149
H -14.8077 5.6333 -13.9577
H -15.8352 3.2283 -13.1109
H -16.5498 4.7562 -12.6943
H -16.3045 3.5747 -11.4211
H -11.9869 2.4727 -13.8732
H -12.9532 -0.2881 -15.9328
H -11.5233 -0.8551 -15.1706
H -11.5593 0.8036 -15.8397
H -13.5341 -1.6153 -13.6846
H -14.4433 -1.1880 -11.4858
H -16.3286 -0.1545 -12.1342
H -18.5107 -1.0389 -11.5018
H -20.5777 0.2576 -8.7510
H -20.0821 -1.4100 -9.0667
H -20.7464 -0.3435 -10.3677
H -18.6883 1.5325 -8.1073
H -17.5587 2.4157 -6.2430
H -15.9258 0.2908 -5.2891
H -16.0166 0.1048 -7.0879
H -17.4927 0.1320 -6.0988
H -14.6579 2.4915 -5.1238
H -16.2626 2.7419 -4.2747
H -15.7050 3.9704 -5.4558
H -17.5484 4.4271 -7.1323
H -17.7362 4.1806 -10.1716
H -18.2799 5.6109 -9.2994
H -19.0249 4.0047 -8.9530
H -15.7397 5.6083 -9.2404
H -15.0074 5.2804 -7.6298
H -16.3660 6.4645 -7.7469
C -11.9731 1.2107 -5.9741
P -11.5620 1.0136 -7.7174
C -9.9162 1.8166 -7.8029
C -11.6648 -0.6362 -8.3799
O -12.5209 1.9908 -8.4262
H -11.4639 0.4274 -5.3845
H -13.0766 1.1528 -5.8755
H -11.6104 2.1362 -5.5563
H -9.4511 2.0538 -6.8653
H -10.0143 2.7374 -8.3806
H -9.2728 1.1465 -8.3598
H -10.9304 -1.3119 -7.8792
H -11.5183 -0.5941 -9.4579
H -12.6265 -1.0572 -8.1130
```

Calculated values
Energy above the lowest of the compared OMol25 structures with the same formula, charge and spin ... 0.00 kJ/mol
Orbital gap ... 7.34 eV
M ... 529.65 g/mol
Electronic energy ... -62672.4346 eV
Highest occupied orbital energy ... -0.343 hartree
Total charge ... +1